This record from the Open Molecules 2025 dataset describes 13 unconnected molecules or ions with the total composition C78H195N13O26 at a distorted geometry. The level of theory is ωB97M-V with the def2-TZVPD basis set.

Geometry (Å):
O: 3.9576 17.4498 -6.8563
O: -5.6951 10.9425 -18.7924
C: -5.4036 16.5865 -15.2290
O: 8.5348 10.1785 -7.5136
H: -4.1245 16.2841 -1.4777
H: -7.1354 9.3248 -19.3601
C: -5.0870 8.4038 -22.0463
C: -9.8443 8.6670 -18.2056
H: -5.3952 6.9657 -23.5512
O: -4.5848 15.5725 -15.7997
C: -12.6289 9.7022 -12.4438
C: -2.5434 14.2166 -2.9076
H: -4.2355 11.5271 -20.9596
H: 4.5488 11.5392 -5.4009
H: 0.1443 15.1924 -15.6389
H: 2.8517 15.6923 -7.1797
H: -4.3050 14.0947 -14.2957
O: -2.7187 7.3029 -16.6890
H: 2.0931 14.1757 -8.8476
H: -6.5585 14.2648 -9.3558
H: -2.9554 7.8213 -18.6605
H: -2.9582 14.1580 -15.3874
H: 7.1724 13.7176 -8.4935
H: 9.0065 18.4108 -9.4639
H: -1.0203 7.2181 -15.4328
H: 8.4063 13.9604 -9.7788
H: 4.2324 15.7768 -8.1626
C: -9.0843 13.4122 -14.0436
N: -4.6302 17.1334 -13.0066
H: -8.6667 7.6290 -23.3813
C: -5.6275 15.9986 -19.1143
H: -6.7849 17.7675 -20.9688
H: -0.6473 16.9640 -11.3487
C: 6.9070 11.4664 -6.1360
H: -7.1283 10.0969 -9.3432
H: -10.7422 12.6914 -15.3871
C: -2.0778 12.6137 -4.7652
C: -4.2420 10.4579 -20.7476
N: -3.3448 16.0917 -18.6674
N: -8.1143 12.4361 -14.3453
H: -1.7657 15.1604 -19.5947
C: -3.7416 11.5297 -12.5578
C: -1.2795 17.4444 -10.6019
H: -2.1350 20.8450 -6.9994
C: -1.7242 6.5934 -15.9827
H: -7.4796 6.3446 -23.9491
H: -4.7748 14.2454 -9.5166
C: 12.6091 16.2818 -9.6414
H: -4.7709 5.3493 -14.1731
H: -7.8666 10.0074 -12.6906
H: 9.6090 8.6260 -8.3545
H: -8.7121 15.5595 -16.5918
C: -7.3724 5.0275 -14.9571
H: -3.3333 20.6218 -9.2634
H: -6.2555 16.1610 -14.6986
N: 3.1815 18.5300 -9.6696
H: 3.1878 6.8540 -6.9186
O: 3.4666 19.1939 -12.6636
C: 0.4811 12.3167 -10.2093
H: -10.7382 7.7592 -15.8368
H: -8.0878 14.6664 -17.7595
H: 2.3285 21.0264 -12.9508
C: -11.9598 8.1036 -19.2851
C: 4.6801 10.5554 -5.8516
N: 10.1875 16.8160 -8.6794
H: -1.7754 20.3669 -10.0088
H: -0.9091 6.8092 -10.4223
H: 8.9157 10.5583 -5.5904
C: -2.3081 8.0406 -17.8114
H: 3.2285 19.2519 -7.1132
H: 6.5079 9.4704 -6.0566
H: -4.2826 12.9695 -2.8698
C: -4.8322 16.2315 -2.3051
O: 3.8478 8.1120 -5.5048
C: -4.2600 15.7865 -19.7426
C: -7.7389 11.0043 -12.2687
H: 0.6921 11.3349 -10.6332
C: -3.2643 18.9667 -10.5700
H: -1.8518 16.9094 -19.7124
H: 4.4498 15.4285 -6.4563
H: 2.5698 20.4212 -11.3002
O: -6.6799 15.8993 -20.0825
H: -3.5479 15.3980 -17.9618
O: -3.5935 10.1215 -12.2286
H: -12.8455 8.7688 -11.9242
H: -5.7695 15.3676 -18.2369
C: 7.9872 14.3476 -8.8502
H: -10.6202 10.8005 -13.5861
H: 14.7905 16.8045 -8.5546
H: 8.9045 12.0304 -6.6136
H: -0.6380 20.4441 -7.8105
H: -9.5070 13.2144 -13.0586
C: 4.2566 18.4661 -11.7414
C: -2.3035 5.6217 -14.9730
H: -5.3597 9.3258 -13.0083
O: -0.0576 11.0380 -4.7585
H: -4.8551 9.0380 -19.2156
H: -8.0997 8.5293 -16.8133
C: 8.0621 16.4635 -9.9181
C: 2.8443 18.2368 -7.2135
H: -6.6146 16.5502 -10.2790
N: -2.4646 14.0279 -4.3733
H: 4.1382 18.4681 -9.3517
C: -7.3693 17.0223 -20.4291
H: -8.6713 11.4229 -11.8899
H: 0.4124 15.5471 -7.1962
C: -10.1176 9.6427 -15.3079
H: -4.6182 16.9237 -3.1194
H: 10.9593 17.4032 -10.5432
H: -13.5901 10.1836 -12.6235
O: -3.6090 9.8834 -7.4984
C: 14.5150 17.6201 -9.2232
O: -6.9266 8.3038 -23.6362
O: -6.5901 4.3742 -15.9977
C: -7.6966 7.1502 -23.2478
H: -4.5989 11.1852 -6.2040
C: -4.3996 4.4434 -14.6522
H: 0.7941 13.9203 -16.8168
H: 3.8813 21.1782 -12.2152
H: -4.1329 8.1848 -12.7509
N: -2.3864 18.0497 -11.3374
H: 1.9907 17.9878 -6.5831
H: -3.9631 9.4087 -14.1087
H: 6.5244 11.9634 -7.0275
H: 2.0129 8.0219 -6.0368
H: -4.3538 16.1736 -12.8564
C: 9.6300 9.2889 -7.4896
C: -4.2783 9.2125 -13.0838
C: -0.1349 9.3778 -13.5656
H: -8.4553 14.2994 -13.9705
H: -1.3506 7.7719 -18.2577
H: -0.9393 10.8513 -6.6210
H: 2.2016 17.8058 -11.3446
H: -1.4429 5.0066 -14.7101
H: -1.0570 14.6273 -7.7015
H: -3.9277 3.7480 -13.9580
H: 8.2951 17.6669 -8.1847
H: -3.9676 16.5918 -20.4164
C: -3.7138 14.7781 -14.9052
H: -1.3464 12.0400 -9.2937
H: -4.0487 9.9960 -9.4940
C: -0.0666 14.3680 -16.3201
H: -5.7927 2.7802 -14.6972
N: -1.7122 12.0651 -11.3604
O: -4.8281 14.9188 -3.0030
C: -7.1254 9.7725 -10.3838
C: 3.8486 9.5115 -4.9436
C: -5.8482 16.2945 -11.0107
H: -5.8646 16.5265 -2.1178
H: -1.8222 13.7036 -2.2714
H: -3.6222 5.3753 -16.4296
H: -2.4405 16.8395 -8.9526
H: -9.9948 9.1612 -13.2322
H: 2.1508 13.0946 -7.4770
H: -4.0304 18.3099 -10.1580
H: -4.7560 11.9230 -12.6232
H: -2.2567 15.2681 -2.9233
H: -2.6566 11.8264 -4.2822
C: 2.9839 7.8381 -6.4966
H: -5.9143 10.3212 -21.9857
H: -3.3442 14.2476 -4.8185
H: -1.1195 19.5300 -6.3907
H: -2.7955 17.6019 -12.1450
C: -2.5875 19.8593 -9.4882
H: 2.8538 9.9565 -4.9235
H: -5.0926 18.6262 -14.1686
C: -4.7106 10.7375 -7.1915
H: -1.6232 8.2374 -8.6257
O: -5.8574 14.9086 -11.2550
H: -4.0659 8.0358 -21.9457
C: -1.0840 7.5821 -11.1707
C: -1.9226 16.0721 -19.0181
C: 3.0228 20.5104 -12.2876
H: 0.9133 10.4232 -6.5926
H: -3.6319 12.0380 -10.4059
C: -3.1782 12.3376 -11.3506
H: 0.8729 13.1140 -10.8408
N: -5.0330 9.8387 -21.8833
H: 0.0115 9.4102 -6.1146
H: -6.0020 18.2165 -11.9665
C: 8.9357 17.4137 -9.0294
H: 6.7844 12.0557 -5.2273
H: -3.9719 13.8170 -1.4136
C: -5.5226 8.0441 -23.4562
H: -1.7464 9.7846 -9.3209
C: -0.0530 10.4981 -6.0939
H: -10.6581 14.4183 -15.1935
H: -10.8582 10.0327 -16.0061
H: -2.5061 6.2500 -14.1056
H: 0.3773 8.4726 -13.8915
C: 11.0603 16.5272 -9.9024
H: -3.2081 10.1355 -20.8708
H: -7.7398 17.4788 -19.5113
H: 0.3429 10.1863 -14.1190
O: -11.0330 7.8238 -18.3308
O: 0.9760 12.2690 -8.8706
O: -6.9762 10.9842 -11.1226
H: 4.4831 10.6348 -6.9207
H: -2.2212 15.5698 -9.9205
H: 8.6348 16.0200 -10.7326
O: -0.4551 15.8887 -8.9086
H: 1.1112 7.8802 -11.7746
H: -12.9295 8.3470 -18.8509
H: -1.2803 16.2973 -7.0769
H: -5.4768 7.7928 -21.2322
H: -11.7758 9.0023 -19.8737
C: -10.0467 13.5169 -15.2358
H: -3.5375 13.3138 -11.6764
H: 2.9922 12.7155 -9.0630
O: -11.9964 9.1910 -13.6212
H: 3.0541 8.6143 -7.2586
C: 2.1118 13.1229 -8.5659
N: -3.3400 4.8381 -15.6222
H: 10.5171 17.6045 -8.1411
H: -6.8699 16.8093 -12.6704
O: 13.1150 17.6025 -9.2569
H: -8.3962 5.0640 -15.3294
H: -4.1405 14.8994 -20.3647
H: 4.1940 9.5981 -3.9134
H: -4.4053 8.4965 -9.0014
C: -4.6637 17.6457 -14.3758
C: -9.0996 8.1271 -16.9760
H: -3.7808 19.6795 -11.2129
C: -7.1440 11.9765 -13.3151
H: -9.0734 7.0468 -17.1186
H: -7.0409 6.0598 -14.8451
H: -2.2404 12.3770 -5.8167
H: -3.7253 17.8915 -14.8729
H: -1.1632 5.9646 -16.6740
H: -0.6434 18.2484 -10.2318
H: 8.7490 14.5059 -8.0868
C: -8.4166 14.5195 -16.7307
H: -5.7904 16.9501 -18.6082
H: -0.1214 16.0540 -18.4077
H: -8.0629 9.2788 -10.6399
H: 0.0083 13.1081 -4.9750
H: -1.2142 16.8493 -17.1988
C: -4.6523 10.1067 -19.2860
H: -2.3941 9.1004 -11.2622
C: -5.7219 14.0695 -10.0266
H: 1.4674 18.6724 -8.8033
H: 0.7030 8.9128 -10.6293
H: -3.1686 15.4447 -14.2369
H: -2.3098 9.1136 -17.6195
C: -2.2614 8.8245 -9.2862
H: -7.4669 6.9235 -22.2066
C: -3.9192 13.9270 -2.4967
H: -3.8681 10.2672 -18.5462
H: 5.0649 19.0393 -11.2871
C: -5.9356 17.1618 -12.2335
O: -2.1229 19.2306 -8.2960
N: -9.8671 8.2566 -15.7195
H: -3.2146 11.7944 -13.4744
H: -1.1425 9.3744 -13.9814
H: -9.3328 8.5219 -19.1571
H: -7.1275 10.8201 -20.2816
H: -12.2408 7.3039 -19.9704
H: -7.8718 12.5357 -15.3206
H: 9.6786 8.5611 -6.6797
C: -1.4950 20.0130 -7.2928
H: -5.7733 13.0235 -10.3289
H: -4.9878 11.5344 -7.8815
H: 14.6843 18.5908 -8.7572
C: -0.6033 15.6117 -7.5864
H: -9.2734 10.3305 -15.3571
C: -5.5235 3.5865 -15.3795
H: 15.1415 17.5153 -10.1090
H: -5.5126 10.0102 -7.0657
C: -1.0515 15.9856 -17.8434
C: 3.1947 17.7794 -10.8961
C: 2.3348 18.0345 -8.6338
H: 7.3575 17.1934 -10.3167
C: -3.6484 9.2551 -8.8019
H: -4.8475 8.5869 -24.1178
C: -6.8779 10.3830 -19.3148
H: 1.9430 17.0187 -8.6866
H: -7.6743 10.7242 -18.6536
C: -0.5908 12.3692 -4.4428
H: -7.3697 4.3922 -14.0714
C: 0.2172 8.4277 -11.4760
H: -5.1366 3.0859 -16.2671
H: -6.7006 12.7958 -12.7491
C: -10.6974 9.7411 -13.8306
C: 8.3962 11.0937 -6.3851
O: 7.3250 15.5688 -9.1437
H: -1.2089 13.7025 -9.9420
H: 3.4620 16.7290 -10.7805
O: -0.0631 9.6634 -12.1682
H: -10.1070 9.7233 -18.1482
H: -5.8955 17.1957 -15.9873
N: -2.2286 8.3255 -10.6360
H: 13.0648 16.0287 -10.5988
H: -1.4369 7.1453 -12.1049
H: 10.4859 9.9365 -7.6799
H: -8.1991 16.7107 -21.0634
H: -4.9248 16.4983 -10.4686
H: -0.3189 13.4594 -15.7735
H: 10.6570 15.7247 -10.5200
H: 4.7058 17.7370 -12.4158
C: 3.8855 16.0374 -7.1626
H: -1.5745 11.0849 -11.5614
H: -11.9359 10.3223 -11.8751
O: -9.3372 13.5243 -16.4995
O: -1.1494 14.7181 -17.1902
H: -6.2672 9.1032 -10.4455
H: -0.4306 12.4252 -3.3661
N: 6.1576 10.3259 -5.6497
H: -7.5397 14.3820 -16.0980
C: -1.0423 12.6452 -10.1477
H: 12.7299 15.6660 -8.7502
H: -6.4528 11.2734 -13.7799
C: -1.6271 16.3938 -9.5253

Computed properties:
Net charge: 0
LUMO energy, eV: 0.440

Results of the Mulliken charge analysis, in e, for atoms 1 through 99:
1. O -0.41
2. O -0.26
3. C 0.45
4. O -0.34
5. H 0.34
6. H 0.22
7. C -0.30
8. C -0.89
9. H 0.40
10. O -0.13
11. C -0.68
12. C -0.50
13. H 0.44
14. H 0.32
15. H 0.38
16. H -0.20
17. H 0.24
18. O -0.16
19. H 0.03
20. H 0.57
21. H 0.22
22. H 0.20
23. H -0.10
24. H 0.56
25. H 0.15
26. H 0.33
27. H 0.20
28. C -0.47
29. N 0.71
30. H 0.22
31. C 0.06
32. H 0.30
33. H 0.55
34. C -0.55
35. H 0.21
36. H 0.25
37. C -0.11
38. C -1.25
39. N -0.02
40. N 0.50
41. H 0.36
42. C -0.62
43. C -1.76
44. H 0.33
45. C -0.62
46. H 0.31
47. H 0.25
48. C -0.67
49. H 0.01
50. H 0.51
51. H 0.27
52. H 0.38
53. C -0.61
54. H 0.56
55. H -0.14
56. N -0.14
57. H 0.28
58. O -0.46
59. C -0.66
60. H 0.34
61. H 0.17
62. H 0.28
63. C -0.86
64. C -0.53
65. N -0.29
66. H 0.40
67. H 0.64
68. H 0.46
69. C -0.77
70. H 0.40
71. H 0.28
72. H 0.33
73. C -0.72
74. O -0.43
75. C -0.70
76. C -0.68
77. H -0.05
78. C -0.17
79. H 0.43
80. H 0.34
81. H 0.19
82. O -0.31
83. H -0.02
84. O 1.06
85. H 0.26
86. H -0.12
87. C -0.49
88. H 0.26
89. H 0.32
90. H 0.36
91. H 0.35
92. H 0.53
93. C -0.59
94. C 0.01
95. H -0.28
96. O -0.49
97. H 0.22
98. H 0.48
99. C -0.20